Here is the ion C34H28NO3 with charge +1 at a distorted geometry from the Open Molecules 2025 dataset. Energies are from wB97M-V/def2-TZVPD.

Each line ends with the Mulliken charge.
Geometry (Å):
C 4.45 -3.98 6.10  -0.55
O -4.92 1.76 3.78  -0.51
C 4.03 -3.54 7.39  -0.52
H 4.76 -3.34 8.17  0.41
C -0.04 -2.87 4.22  -0.75
H -0.18 -2.38 5.18  0.83
C 3.33 1.04 2.87  -0.11
H -6.83 0.88 3.69  0.29
H -4.54 -5.89 7.24  0.40
C -3.82 -0.25 3.38  0.68
C -2.03 -3.91 6.04  -0.26
H 0.64 -3.60 6.87  0.19
C 0.97 0.75 2.70  -0.74
H -0.52 1.17 4.78  0.65
C -5.23 -0.51 2.98  -0.66
C 3.50 -4.28 5.09  -0.70
H -6.11 1.32 2.11  0.26
C -2.67 -1.03 3.28  -0.43
C -3.90 -5.83 5.16  -0.88
H 6.30 0.60 2.49  0.26
H -2.08 -5.15 0.86  0.42
H -1.35 -3.13 6.37  0.58
C 1.05 -0.51 3.36  0.62
H 2.45 -2.11 3.81  0.37
C 4.87 -0.55 3.72  -0.40
C -1.44 0.73 4.39  -0.16
H -2.82 -4.21 7.98  0.44
H -2.71 -1.98 2.70  0.32
H 5.51 -4.01 5.88  0.45
C -2.54 1.58 4.40  -1.38
C 1.71 -3.71 6.66  -0.03
C -2.98 -5.29 4.21  0.46
C -1.44 -0.57 3.80  -0.33
H 6.06 1.26 4.14  0.29
H -2.56 2.59 4.82  0.42
C -3.04 -5.55 2.80  -0.55
H 0.03 1.10 2.25  0.53
H 2.31 -3.19 8.67  0.38
C -2.02 -4.33 4.69  1.15
C 2.08 1.54 2.48  -1.20
H -3.81 -6.22 2.41  0.45
C -5.90 0.87 3.10  -0.41
H 5.29 -1.41 3.19  0.26
C -1.26 -3.99 2.43  0.27
C -0.17 -1.34 3.57  0.93
C 2.13 -3.95 5.34  0.72
C -2.90 -4.52 6.94  -1.02
H 2.09 2.55 2.05  0.43
H 3.83 -4.63 4.10  0.40
C 2.31 -1.05 3.57  -0.34
C -3.75 1.07 3.91  0.11
H -4.71 -6.48 4.82  0.42
H -0.56 -3.46 1.77  0.43
H -5.33 -0.92 1.98  0.35
C 1.19 -3.80 4.15  -0.05
C 5.57 0.76 3.30  -0.42
C 3.44 -0.27 3.40  0.53
C -3.83 -5.47 6.51  -0.70
N -1.17 -3.72 3.76  1.02
O 4.53 1.69 2.78  -0.54
H -0.16 -2.09 2.67  -0.04
C 2.66 -3.49 7.67  -0.68
O 1.41 -4.49 3.15  -0.67
C -2.13 -4.94 1.93  -1.08
H -5.72 -1.19 3.67  0.23
H 5.01 -0.75 4.79  0.14

Calculated values
LUMO level: -4.48 eV
relative energy (zero: lowest compared OMol25 entry of this formula, charge and spin): 61.0 kJ/mol
SMILES: O=C(c1ccccc1)[C@@H](C(c1ccc2c(c1)CCO2)c1ccc2c(c1)CCO2)[n+]1cccc2ccccc21
HOMO level: -0.3680 Ha
charge: +1
calculated total energy: -1592.57042 a.u.
F_max: 5.369 eV/A